(1)
C32H49GeN3O4S2Si3W | ωB97M-V/def2-TZVPD

For the highest occupied orbital energy (spin up / spin down), the calculation gives -9.75 / -9.53 eV. For the gap between HOMO and LUMO (spin up / spin down), the calculation gives 0.1979 / 0.1541 Ha. Its net charge is +1. The LUMO energy (spin up / spin down) comes out at -4.361 / -5.339 eV. The multiplicity is 2.

Geometry as XYZ:
```
95
C32H49GeN3O4S2Si3W | the OMol25 dataset | ωB97M-V/def2-TZVPD
W 0.34 -0.04 0.06
C -1.23 -0.26 -2.63
N -1.76 -0.09 -1.26
C -2.82 -1.10 -0.98
C -2.30 -2.39 -0.36
N -1.58 -2.14 0.91
C -2.54 -1.89 2.00
C -0.81 -3.31 1.30
C -1.36 -4.58 1.30
C -0.63 -5.68 1.73
C 0.67 -5.50 2.17
C 1.24 -4.24 2.18
C 0.51 -3.15 1.74
S 1.23 -1.54 1.79
C -2.38 1.22 -1.06
C -3.11 1.88 -2.04
C -3.77 3.07 -1.75
C -3.73 3.59 -0.46
C -3.01 2.94 0.52
C -2.33 1.76 0.23
S -1.41 0.94 1.49
H -2.03 -0.32 -3.37
H -0.66 -1.19 -2.70
H -0.58 0.59 -2.89
H -3.36 -1.34 -1.90
H -3.53 -0.64 -0.28
H -1.61 -2.89 -1.05
H -3.17 -3.04 -0.20
H -3.19 -2.76 2.16
H -3.16 -1.03 1.80
H -1.98 -1.70 2.92
H -2.38 -4.73 0.98
H -1.08 -6.65 1.74
H 1.25 -6.35 2.52
H 2.25 -4.09 2.53
H -3.18 1.48 -3.04
H -4.31 3.58 -2.53
H -4.26 4.49 -0.23
H -2.95 3.34 1.52
O 1.86 -3.54 -1.64
C 1.57 -2.25 -1.40
O 0.46 -1.91 -0.77
C 2.36 -1.17 -1.85
C 3.44 -1.13 -2.75
C 3.84 0.12 -3.25
C 3.15 1.26 -2.92
C 2.09 1.18 -1.98
N 1.78 -0.01 -1.37
C 1.11 2.18 -1.65
O 1.02 3.32 -2.08
O 0.20 1.66 -0.76
H 1.23 -4.12 -1.19
H 3.91 -2.05 -3.06
H 4.67 0.16 -3.93
H 3.39 2.22 -3.35
C -0.68 3.70 3.53
Si 0.61 3.85 2.11
C -0.19 4.64 0.56
C 1.93 5.10 2.72
Ge 1.49 1.54 1.60
Si 3.75 2.26 0.68
C 3.87 3.67 -0.60
C 4.53 0.57 0.18
C 4.78 2.86 2.18
Si 1.98 0.85 3.96
C 2.48 2.27 5.13
C 0.38 0.07 4.66
C 3.50 -0.31 3.95
H -1.27 4.61 3.61
H -0.19 3.56 4.48
H -1.35 2.87 3.38
H -0.96 5.36 0.82
H -0.64 3.90 -0.09
H 0.56 5.16 -0.03
H 1.43 5.99 3.08
H 2.59 5.41 1.91
H 2.53 4.72 3.53
H 2.97 3.82 -1.19
H 4.69 3.48 -1.30
H 4.09 4.61 -0.10
H 3.80 -0.24 0.26
H 5.36 0.33 0.83
H 4.91 0.58 -0.84
H 4.38 3.77 2.61
H 5.80 3.07 1.86
H 4.84 2.12 2.97
H 1.71 3.02 5.26
H 3.38 2.77 4.79
H 2.70 1.85 6.11
H -0.28 0.83 5.05
H 0.59 -0.63 5.47
H -0.17 -0.48 3.89
H 4.42 0.25 3.81
H 3.44 -1.07 3.18
H 3.58 -0.83 4.91
```

***

(2)
FH2NO3S | ωB97M-V/def2-TZVPD

For the highest occupied orbital energy, the calculation gives -10.45 eV. For the gap between HOMO and LUMO, the calculation gives 0.4076 Ha. The LUMO energy comes out at 0.642 eV. The multiplicity is 1. Its SMILES is NOS(=O)(=O)F.

Geometry as XYZ:
```
8
FH2NO3S | the OMol25 dataset | ωB97M-V/def2-TZVPD
N 1.36 -0.37 -0.08
O 0.18 -1.01 -0.36
S -0.99 0.06 0.14
O -2.31 -0.42 -0.01
O -0.58 0.62 1.36
F -0.78 1.07 -1.00
H 1.68 0.19 -0.90
H 1.44 -0.13 0.85
```

***

| no. | maximum force (eV Å⁻¹) |
| --- | --- |
| 1 | 5.65 |
| 2 | 4.36 |